Formula: C4H5N3OS
Source: the Open Molecules 2025 dataset
Level of theory: ωB97M-V/def2-TZVPD

SMILES string: Cc1nnc(/C=N\O)s1
Lowest unoccupied orbital energy: 0.10 eV
Energy above the lowest of the compared OMol25 structures with the same formula, charge and spin: 88.6 kcal/mol
Orbital gap: 9.8 eV

The geometry in XYZ format:
```
14
Properties=species:S:1:pos:R:3:forces:R:3
C 2.828126 -0.737202 0.076836 1.020 0.979 -0.137
C 1.452584 -0.073591 -0.212956 1.863 -0.073 1.755
N 1.402900 1.227217 -0.106464 -1.305 -0.256 -0.415
N 0.094749 1.679382 -0.096139 0.752 -0.060 -0.351
C -0.776415 0.730178 -0.165336 0.178 -0.877 0.610
C -2.203383 1.028633 -0.023308 0.550 -0.834 -0.081
N -3.165566 0.202090 0.012956 -0.848 0.427 0.325
O -2.882738 -1.160367 -0.085213 -1.990 -0.091 0.346
S -0.056879 -0.890939 -0.158385 -0.206 0.997 -0.566
H 2.746959 -1.525923 0.887930 0.016 0.789 -1.215
H 3.287394 -1.164171 -0.901438 -0.654 0.635 1.877
H 3.528501 0.137541 0.534334 -1.657 -2.148 -1.381
H -2.433292 2.076824 0.149402 -0.182 -0.175 -0.250
H -3.822945 -1.529667 0.087783 2.463 0.686 -0.518
```
Forces are in eV/Å.